[1]
Formula: C39H54O36
Source: OMol25
Level of theory: wB97M-V/def2-TZVPD

Values from the calculation:
SMILES: C[C@H]1COC(=O)O1.C[C@H]1COC(=O)O1.C[C@H]1COC(=O)O1.O=C1OCCO1.O=C1OCCO1.O=C1OCCO1.O=C1OCCO1.O=C1OCCO1.O=C1OCCO1.O=C1OCCO1.O=C1OCCO1.O=C1OCCO1
HOMO level in eV: -9.9

ORCA input file:
```
! wB97M-V def2-TZVPD RIJCOSX def2/J DEFGRID3
* xyz 0 1
C 2.451 -1.743 -6.252
C 2.265 -1.736 -4.784
C 2.855 -2.912 -4.034
O 3.713 -2.169 -3.072
C 3.757 -0.870 -3.355
O 4.460 -0.098 -2.723
O 2.866 -0.528 -4.362
H 2.465 -2.744 -6.684
H 3.317 -1.159 -6.563
H 1.648 -1.108 -6.626
H 1.211 -1.656 -4.520
H 3.463 -3.614 -4.605
H 2.155 -3.454 -3.399
C -0.272 1.438 0.371
C -0.580 0.802 -0.990
C 0.634 0.772 -1.982
O 0.727 -0.608 -2.361
C 0.029 -1.333 -1.482
O 0.060 -2.571 -1.440
O -0.667 -0.559 -0.731
H 0.773 1.221 0.597
H -0.936 1.075 1.155
H -0.450 2.513 0.402
H -1.531 1.113 -1.422
H 1.503 1.042 -1.382
H 0.522 1.471 -2.810
C -1.985 -5.963 -2.099
C -2.446 -6.444 -0.721
C -1.411 -6.667 0.214
O -1.810 -5.863 1.357
C -2.893 -5.133 0.991
O -3.326 -4.242 1.697
O -3.196 -5.350 -0.254
H -1.415 -6.792 -2.520
H -1.265 -5.150 -2.003
H -2.941 -5.737 -2.570
H -3.180 -7.242 -0.612
H -0.502 -6.306 -0.266
H -1.359 -7.703 0.551
O 0.731 -1.815 5.344
C 0.657 -2.210 4.211
O 0.309 -1.433 3.207
C 0.407 -2.007 1.954
C 0.767 -3.433 2.288
O 1.012 -3.420 3.691
H -0.540 -2.003 1.415
H 1.282 -1.520 1.524
H 1.628 -3.738 1.693
H -0.097 -4.083 2.149
O 1.361 5.915 -1.832
C 2.338 5.185 -2.027
O 3.482 5.150 -1.363
C 4.347 4.160 -1.850
C 3.468 3.267 -2.728
O 2.347 4.131 -2.908
H 5.190 4.587 -2.393
H 4.692 3.536 -1.026
H 3.050 2.354 -2.304
H 3.969 3.021 -3.664
O 3.116 3.108 1.134
C 3.872 2.138 1.225
O 3.632 0.890 0.828
C 4.834 0.175 0.929
C 5.874 1.084 1.604
O 5.112 2.268 1.764
H 4.635 -0.619 1.648
H 5.191 -0.205 -0.028
H 6.678 1.335 0.912
H 6.168 0.753 2.599
O -2.954 -2.613 -6.341
C -2.397 -1.493 -6.058
O -1.288 -1.403 -5.354
C -0.928 -0.087 -5.205
C -2.138 0.701 -5.657
O -2.766 -0.292 -6.387
H -0.755 0.348 -4.221
H -0.075 0.163 -5.836
H -1.877 1.599 -6.218
H -2.729 1.016 -4.796
O -1.026 6.589 4.382
C -0.628 5.936 3.485
O -0.734 6.274 2.261
C -0.087 5.383 1.430
C 0.642 4.429 2.323
O 0.087 4.840 3.550
H -0.898 4.902 0.883
H 0.652 5.777 0.733
H 1.727 4.535 2.345
H 0.450 3.424 1.948
O 1.201 1.341 3.347
C 1.878 1.358 4.372
O 1.497 1.750 5.624
C 2.444 1.368 6.646
C 3.520 0.673 5.737
O 3.051 0.811 4.444
H 2.900 2.187 7.203
H 2.003 0.607 7.290
H 3.548 -0.360 6.083
H 4.506 1.130 5.823
O -4.643 -1.364 0.643
C -4.622 -0.139 0.866
O -3.596 0.452 1.460
C -3.720 1.786 1.351
C -5.148 2.053 0.898
O -5.495 0.780 0.331
H -3.645 2.224 2.346
H -3.047 2.268 0.642
H -5.059 2.846 0.156
H -5.849 2.430 1.643
O -4.273 0.855 -2.755
C -4.146 -0.382 -2.706
O -5.085 -1.247 -3.018
C -4.697 -2.489 -2.517
C -3.247 -2.311 -2.143
O -3.069 -0.949 -2.284
H -5.342 -2.859 -1.720
H -4.912 -3.150 -3.357
H -2.656 -2.837 -2.892
H -3.089 -2.694 -1.135
O -2.881 3.918 5.426
C -2.560 2.716 5.313
O -2.245 2.119 4.183
C -2.146 0.781 4.390
C -1.919 0.683 5.843
O -2.574 1.833 6.280
H -3.026 0.226 4.065
H -1.340 0.425 3.748
H -0.865 0.839 6.076
H -2.150 -0.272 6.314
*
```


[2]
Formula: C39H55B2F4N8O7P2STi
Source: OMol25
Level of theory: wB97M-V/def2-TZVPD

Values from the calculation:
HOMO level (alpha / beta) in eV: -7.5 / -7.7
⟨S²⟩: 0.770

ORCA input file:
```
! wB97M-V def2-TZVPD RIJCOSX def2/J DEFGRID3
* xyz 0 2
Ti 0.382 -0.444 -1.417
C -1.673 1.455 4.002
C -1.086 2.813 3.574
C -2.217 3.836 3.461
C -0.135 3.255 4.691
P -0.089 2.402 2.028
C -1.357 2.297 0.650
N -1.891 0.953 0.473
B -1.231 -0.250 0.020
N -2.162 -1.317 0.306
C -2.019 -2.740 0.081
P -0.314 -3.206 0.589
C -0.479 -3.282 2.458
C 0.848 -3.811 3.015
C -1.639 -4.103 3.028
C -0.641 -1.826 2.948
C -0.085 -4.927 -0.131
C -0.665 -4.938 -1.551
C -0.691 -6.088 0.654
C 1.436 -5.125 -0.254
C -3.320 -0.777 0.856
C -4.503 -1.388 1.249
C -5.534 -0.589 1.730
C -5.391 0.793 1.795
C -4.208 1.406 1.398
C -3.165 0.613 0.942
C 0.922 3.911 1.510
C 0.237 5.273 1.640
C 2.214 3.891 2.342
C 1.332 3.724 0.040
H -2.256 1.587 4.919
H -2.335 1.021 3.250
H -0.876 0.733 4.203
H -2.807 3.814 4.384
H -1.851 4.853 3.331
H -2.905 3.621 2.646
H -0.660 3.189 5.649
H 0.746 2.612 4.750
H 0.195 4.288 4.571
H -2.189 2.980 0.810
H -0.865 2.613 -0.270
H -2.795 -3.287 0.614
H -2.124 -2.963 -0.977
H 1.076 -4.823 2.678
H 1.672 -3.156 2.723
H 0.801 -3.827 4.108
H -1.440 -5.174 3.022
H -1.800 -3.804 4.069
H -2.577 -3.926 2.501
H 0.039 -1.133 2.449
H -1.661 -1.461 2.811
H -0.422 -1.795 4.021
H -1.756 -4.959 -1.547
H -0.334 -4.088 -2.147
H -0.321 -5.845 -2.058
H -1.769 -5.973 0.790
H -0.526 -7.012 0.090
H -0.232 -6.218 1.634
H 1.876 -4.367 -0.902
H 1.936 -5.076 0.716
H 1.645 -6.108 -0.688
H -4.637 -2.458 1.168
H -6.465 -1.048 2.036
H -6.211 1.403 2.152
H -4.121 2.481 1.443
H 0.105 5.569 2.681
H 0.858 6.038 1.161
H -0.737 5.287 1.148
H 2.047 4.101 3.396
H 2.708 2.919 2.263
H 2.898 4.654 1.957
H 0.541 4.022 -0.647
H 1.617 2.692 -0.187
H 2.197 4.364 -0.165
C 4.027 -1.518 2.216
N 4.380 -0.787 1.006
C 5.649 -0.712 0.458
C 5.554 0.023 -0.659
N 4.219 0.395 -0.787
C 3.498 -0.106 0.246
S 1.869 0.084 0.659
C 3.756 1.250 -1.830
C 4.566 2.307 -2.218
C 4.175 3.053 -3.314
C 3.016 2.695 -3.982
C 2.279 1.632 -3.494
N 2.615 0.931 -2.407
H 4.940 -1.716 2.771
H 3.540 -2.456 1.956
H 3.348 -0.923 2.820
H 6.491 -1.215 0.896
H 6.286 0.266 -1.406
H 5.463 2.542 -1.664
H 4.771 3.895 -3.641
H 2.674 3.229 -4.857
H 1.388 1.309 -4.007
F 3.483 -1.909 -3.260
B 2.139 -2.123 -3.119
F 1.820 -1.828 -1.640
F 1.728 -3.396 -3.356
F 1.368 -1.160 -3.802
O -2.726 2.099 -7.975
N -2.678 1.031 -7.401
O -3.072 -0.022 -7.847
C -2.093 1.020 -6.045
C -2.072 -0.161 -5.337
C -1.501 -0.180 -4.073
C -0.959 0.989 -3.495
O -0.322 0.972 -2.321
C -1.067 2.150 -4.253
C -1.589 2.190 -5.529
N -0.630 3.440 -3.687
O -0.050 4.206 -4.430
O -0.940 3.672 -2.539
N -1.495 -1.418 -3.414
O -2.137 -2.400 -3.805
O -0.777 -1.547 -2.280
H -2.475 -1.072 -5.751
H -1.622 3.116 -6.082
*
```


[3]
Formula: C39H55BrMgN6O4
Source: OMol25
Level of theory: wB97M-V/def2-TZVPD

Values from the calculation:
HOMO level in eV: -6.7

ORCA input file:
```
! wB97M-V def2-TZVPD RIJCOSX def2/J DEFGRID3
* xyz 0 1
Mg 0.168 0.696 -1.518
C -1.791 4.406 4.965
C -1.144 3.074 4.576
C -2.097 1.942 4.997
C 0.178 2.943 5.348
C -0.888 2.966 3.072
C -0.310 1.843 2.568
C -0.098 1.689 1.173
N 0.495 0.685 0.541
C 1.017 -0.454 0.975
C 0.729 -1.134 2.188
C 1.415 -2.257 2.527
C 2.422 -2.730 1.626
C 2.725 -2.182 0.414
C 2.015 -0.970 0.021
O 2.211 -0.329 -1.029
C 3.817 -2.853 -0.437
C 3.878 -2.403 -1.903
C 5.178 -2.540 0.210
C 3.604 -4.377 -0.445
C 1.132 -3.047 3.798
C 0.084 -2.363 4.679
C 0.616 -4.445 3.424
C 2.427 -3.183 4.616
C -0.434 2.776 0.250
O -0.196 2.624 -0.978
C -1.026 3.972 0.815
C -1.243 4.009 2.162
C -1.403 5.141 -0.097
C -2.009 6.302 0.693
C -2.445 4.674 -1.130
C -0.147 5.674 -0.810
H -1.979 4.415 6.040
H -2.748 4.546 4.458
H -1.140 5.251 4.731
H -2.332 2.016 6.062
H -1.654 0.962 4.814
H -3.028 2.001 4.430
H -0.005 3.029 6.422
H 0.873 3.730 5.051
H 0.657 1.981 5.165
H 0.037 1.071 3.239
H -0.103 -0.787 2.781
H 2.959 -3.621 1.928
H 4.133 -1.352 -1.992
H 2.921 -2.553 -2.408
H 4.640 -2.995 -2.417
H 5.372 -1.466 0.176
H 5.976 -3.052 -0.333
H 5.205 -2.862 1.252
H 2.589 -4.619 -0.767
H 3.766 -4.823 0.537
H 4.306 -4.847 -1.137
H -0.880 -2.291 4.172
H 0.406 -1.361 4.969
H -0.064 -2.946 5.590
H -0.309 -4.366 2.850
H 0.415 -5.030 4.325
H 1.345 -4.990 2.822
H 2.858 -2.200 4.815
H 3.174 -3.783 4.095
H 2.215 -3.668 5.571
H -1.687 4.902 2.578
H -2.925 6.001 1.206
H -2.260 7.108 0.002
H -1.304 6.696 1.429
H -3.354 4.342 -0.624
H -2.062 3.848 -1.725
H -2.708 5.498 -1.798
H 0.571 6.051 -0.077
H -0.420 6.495 -1.478
H 0.331 4.893 -1.393
C 0.104 -3.819 -3.567
N 0.494 -2.640 -4.310
C 1.217 -2.871 -5.550
C 0.407 -1.409 -3.715
N 0.223 -1.205 -2.469
N 0.476 -0.351 -4.619
C 0.604 0.996 -4.307
N 0.175 1.818 -5.325
N 1.188 1.389 -3.239
H -0.216 -4.581 -4.277
H -0.738 -3.585 -2.917
H 0.925 -4.225 -2.964
H 1.905 -3.709 -5.419
H 1.809 -1.999 -5.814
H 0.538 -3.114 -6.374
H 0.284 -2.033 -1.891
H 0.098 -0.547 -5.529
H -0.602 1.469 -5.864
H 0.023 2.767 -5.029
H 1.216 2.402 -3.173
Br -5.557 -0.467 -6.255
C -4.721 -1.049 -4.642
C -5.038 -2.299 -4.136
C -4.428 -2.716 -2.961
C -3.518 -1.894 -2.313
C -3.201 -0.650 -2.841
C -3.806 -0.223 -4.018
C -2.132 0.207 -2.193
O -1.596 1.086 -2.909
O -1.783 -0.052 -1.017
H -5.748 -2.932 -4.649
H -4.670 -3.690 -2.554
H -3.046 -2.196 -1.387
H -3.552 0.747 -4.422
*
```


[4]
Formula: C39H55Cl2GaN6O2PS
Source: OMol25
Level of theory: wB97M-V/def2-TZVPD

Values from the calculation:
HOMO level in eV: -13.9

ORCA input file:
```
! wB97M-V def2-TZVPD RIJCOSX def2/J DEFGRID3
* xyz 3 1
Ga 0.093 0.886 -0.406
N -0.484 -0.020 4.764
C -1.311 -1.150 5.356
C -2.777 -0.727 5.307
C -3.290 -0.609 3.869
N -2.645 0.571 3.227
C -3.021 -1.897 3.092
C -1.593 -2.441 3.148
N -0.679 -1.739 2.190
C -1.062 -2.434 4.580
H -0.317 0.711 5.455
H -1.059 0.372 3.957
H 0.414 -0.358 4.424
H -0.980 -1.269 6.386
H -2.927 0.211 5.849
H -3.359 -1.480 5.841
H -4.373 -0.472 3.901
H -3.088 1.417 3.578
H -2.823 0.553 2.228
H -3.349 -1.793 2.054
H -3.670 -2.659 3.530
H -1.642 -3.491 2.846
H -1.042 -1.958 1.267
H 0.200 -2.255 2.218
H -0.005 -2.718 4.614
H -1.592 -3.217 5.128
S -6.239 0.297 -1.243
C -4.571 0.527 -0.920
C -3.943 1.771 -0.709
C -2.601 1.816 -0.454
N -1.828 0.703 -0.379
C -2.415 -0.498 -0.612
C -3.749 -0.621 -0.869
C -6.847 1.962 -1.408
C -6.928 2.536 -2.667
C -7.450 3.824 -2.750
N -7.867 4.513 -1.695
C -7.800 3.937 -0.499
C -7.302 2.655 -0.296
H -4.503 2.694 -0.766
H -2.104 2.767 -0.306
H -1.765 -1.363 -0.667
H -4.158 -1.603 -1.068
H -6.610 2.009 -3.556
H -7.537 4.313 -3.713
H -8.169 4.518 0.338
H -7.294 2.213 0.691
Cl 2.735 -3.284 -6.226
C 2.261 -4.205 -4.844
C 2.327 -5.587 -4.910
C 1.845 -6.363 -3.869
C 1.283 -5.755 -2.757
C 1.258 -4.377 -2.701
Cl 0.542 -3.623 -1.271
C 1.760 -3.552 -3.712
N 1.672 -2.165 -3.597
C 2.718 -1.261 -3.818
C 4.051 -1.675 -3.792
C 5.078 -0.778 -4.025
C 4.802 0.560 -4.281
C 3.483 0.982 -4.288
C 2.439 0.093 -4.053
C 1.013 0.622 -4.085
C 0.552 0.791 -2.683
O 0.190 1.884 -2.142
O 0.575 -0.227 -1.879
H 2.732 -6.046 -5.801
H 1.892 -7.441 -3.930
H 0.881 -6.339 -1.942
H 0.960 -1.853 -2.962
H 4.275 -2.717 -3.603
H 6.101 -1.130 -4.021
H 5.601 1.256 -4.498
H 3.250 2.017 -4.514
H 0.344 -0.084 -4.589
H 0.963 1.584 -4.589
C 4.770 1.336 -0.227
C 3.320 1.576 -0.676
C 3.182 2.950 -1.341
P 2.107 1.394 0.692
C 2.414 -0.073 1.745
C 3.515 0.081 2.800
C 2.622 -1.301 0.849
C 1.898 2.938 1.649
C 3.196 3.494 2.248
C 0.814 2.756 2.712
H 5.396 1.423 -1.115
H 4.937 0.345 0.188
H 5.109 2.082 0.491
H 3.054 0.792 -1.396
H 3.484 3.752 -0.667
H 2.177 3.158 -1.706
H 3.858 2.973 -2.195
H 1.449 -0.200 2.252
H 4.448 0.459 2.388
H 3.727 -0.901 3.225
H 3.218 0.741 3.616
H 3.580 -1.271 0.331
H 1.850 -1.427 0.085
H 2.625 -2.200 1.468
H 1.543 3.654 0.899
H 3.651 2.812 2.963
H 2.960 4.419 2.775
H 3.931 3.738 1.485
H 1.148 2.054 3.480
H -0.137 2.402 2.300
H 0.626 3.711 3.203
*
```


Number 1: E_tot -4227.12354 hartree, largest force on an atom 6.13 eV/Å. Number 2: E_tot -4863.52322 hartree, largest force on an atom 1.78 eV/Å. Number 3: E_tot -4922.92288 hartree, largest force on an atom 0.96 eV/Å. Number 4: E_tot -5582.09752 hartree, largest force on an atom 0.64 eV/Å.